[1]
# C20H21AsClO4PdS

C20H21AsClO4PdS as an isolated structure in a non-equilibrium geometry (ωB97M-V/def2-TZVPD, OMol25).

Each line ends with the Mulliken charge.
CARTESIAN COORDINATES (ANGSTROEM)
Pd  7.059  8.268  10.054  0.15
O  9.627  7.406  12.474  -0.60
Cl  8.686  6.494  11.868  1.66
O  7.316  6.738  12.304  -0.59
O  8.616  6.873  10.276  -0.75
O  9.006  5.087  12.012  -0.63
C  7.353  15.829  9.760  -0.70
C  7.400  15.196  8.552  -0.58
C  7.424  13.803  8.395  -0.41
C  7.472  13.050  9.561  1.02
C  7.472  13.657  10.799  -0.60
C  7.416  15.026  10.900  -0.45
As  8.026  11.195  9.420  0.42
C  7.432  10.807  7.558  0.69
C  8.292  10.234  6.626  -0.59
C  7.844  9.975  5.330  -0.43
C  6.532  10.383  4.960  -0.50
C  5.731  11.024  5.886  -1.16
C  6.168  11.246  7.191  -0.31
C  6.717  10.233  10.689  0.00
C  6.847  10.678  12.069  -0.36
C  5.905  10.276  12.986  -0.88
C  4.769  9.575  12.543  -0.44
C  4.548  9.119  11.224  -0.62
C  5.464  9.616  10.237  -0.15
H  7.360  16.898  9.839  0.38
H  7.537  15.765  7.656  0.34
H  7.388  13.487  7.345  0.23
H  7.495  13.106  11.743  0.23
H  7.599  15.439  11.907  0.30
H  9.320  9.995  6.887  0.36
H  8.535  9.531  4.563  0.30
H  6.232  10.217  3.943  0.42
H  4.764  11.361  5.595  0.44
H  5.647  11.863  7.917  0.69
H  7.834  10.929  12.450  0.59
H  6.031  10.598  14.000  0.41
H  4.012  9.214  13.282  0.23
H  3.699  8.481  11.001  0.43
H  5.185  9.719  9.197  0.38
C  7.148  5.236  8.747  -0.82
S  6.568  6.835  8.143  0.07
C  4.823  6.655  8.153  -0.81
H  6.578  4.442  8.221  0.35
H  6.985  5.104  9.835  0.17
H  8.214  5.174  8.557  0.29
H  4.629  5.795  7.505  0.41
H  4.437  7.592  7.749  0.28
H  4.588  6.472  9.198  0.14

Output
Net charge: -1
LUMO (eV): 2.7
Gap between HOMO and LUMO (Ha): 0.228
Multiplicity: 1

---

[2]
# C35H60N4O6S2Si2

C35H60N4O6S2Si2 as an isolated structure in a non-equilibrium geometry (ωB97M-V/def2-TZVPD, OMol25).

Each line ends with the Mulliken charge.
CARTESIAN COORDINATES (ANGSTROEM)
C  8.501  -0.479  1.470  0.34
C  7.462  0.076  1.211  -0.84
Si  6.017  0.986  0.498  0.29
O  4.719  0.754  1.495  -0.49
O  5.755  0.455  -1.040  -0.28
Si  4.247  0.698  -1.747  -0.02
C  4.452  0.116  -3.533  -0.60
C  3.182  0.264  -4.396  -1.03
C  3.722  2.512  -1.763  -0.97
C  2.244  2.751  -1.347  -0.45
C  1.245  2.741  -2.520  0.35
S  0.077  4.132  -2.507  -0.23
C  -1.407  3.420  -1.870  0.41
S  -2.814  4.177  -2.093  -0.20
N  -1.214  2.193  -1.138  1.01
C  -1.687  1.018  -1.785  0.60
C  -1.821  0.974  -3.176  -0.34
C  -2.213  -0.193  -3.815  -1.12
C  -2.497  -1.357  -3.115  -0.42
C  -2.347  -1.318  -1.730  -0.61
C  -1.948  -0.162  -1.084  -0.80
C  -1.582  2.359  0.252  -0.98
C  -2.877  2.216  0.724  0.28
C  -3.181  2.403  2.066  -1.16
C  -2.174  2.743  2.963  0.04
C  -0.877  2.919  2.492  -0.65
C  -0.582  2.726  1.147  -0.44
C  2.903  -0.396  -0.981  0.44
C  3.301  -1.853  -1.039  -0.06
C  2.502  -2.736  -1.992  -1.30
N  4.280  -2.260  -0.337  -0.59
H  9.460  -0.887  1.686  0.42
H  6.358  2.414  0.481  -0.22
H  4.850  0.028  2.110  0.33
H  4.730  -0.944  -3.514  0.33
H  5.307  0.637  -3.969  0.49
H  3.276  -0.337  -5.302  0.37
H  3.080  1.298  -4.727  0.28
H  2.290  -0.080  -3.874  0.20
H  3.877  2.888  -2.779  0.51
H  4.359  3.121  -1.117  0.45
H  2.186  3.721  -0.850  0.69
H  1.955  2.011  -0.601  -0.04
H  1.764  2.742  -3.477  0.52
H  0.674  1.813  -2.488  -0.50
H  -1.608  1.827  -3.807  0.44
H  -2.301  -0.204  -4.895  0.39
H  -2.817  -2.278  -3.583  0.56
H  -2.542  -2.191  -1.119  0.33
H  -1.836  -0.153  -0.008  0.47
H  -3.667  1.938  0.036  0.50
H  -4.205  2.254  2.377  0.39
H  -2.436  2.880  4.005  0.45
H  -0.086  3.206  3.170  0.37
H  0.439  2.881  0.828  0.32
H  1.976  -0.234  -1.538  -0.04
H  2.695  -0.125  0.056  0.55
H  1.469  -2.392  -2.022  0.26
H  2.916  -2.588  -2.992  0.21
H  2.575  -3.773  -1.676  0.49
H  4.400  -3.260  -0.505  0.24
C  -3.927  -5.089  -2.774  -0.72
O  -3.130  -5.041  -3.944  -0.33
C  -1.823  -5.579  -3.766  -0.79
C  -1.648  -6.850  -4.569  -0.27
N  -2.448  -7.937  -4.015  -0.32
C  -2.494  -9.137  -4.846  -0.70
C  -3.168  -9.035  -6.211  -0.47
O  -4.564  -8.806  -6.151  -0.42
C  -4.958  -7.448  -6.073  -0.52
H  -4.850  -4.549  -2.979  0.25
H  -4.180  -6.118  -2.497  0.37
H  -3.420  -4.605  -1.934  0.26
H  -1.609  -5.752  -2.708  0.43
H  -1.111  -4.833  -4.133  0.38
H  -0.594  -7.141  -4.550  0.40
H  -1.919  -6.625  -5.609  0.20
H  -3.393  -7.607  -3.872  0.09
H  -3.021  -9.904  -4.273  0.38
H  -1.471  -9.498  -4.988  0.40
H  -3.048  -10.004  -6.704  0.35
H  -2.687  -8.295  -6.861  0.34
H  -4.258  -6.791  -6.596  0.27
H  -5.062  -7.116  -5.036  0.16
H  -5.936  -7.361  -6.547  0.31
C  -0.908  7.303  9.510  -0.73
O  -0.154  7.288  8.313  -0.35
C  1.107  6.639  8.428  -0.81
C  1.137  5.374  7.597  -0.15
N  0.267  4.350  8.165  -0.28
C  0.080  3.179  7.314  -1.25
C  -0.637  3.372  5.982  -0.04
O  -2.004  3.722  6.110  -0.41
C  -2.267  5.109  6.246  -0.66
H  -1.790  7.916  9.333  0.24
H  -1.233  6.298  9.799  0.31
H  -0.336  7.745  10.331  0.35
H  1.346  6.424  9.473  0.41
H  1.865  7.328  8.045  0.39
H  2.161  4.991  7.566  0.35
H  0.846  5.644  6.573  0.15
H  -0.638  4.760  8.354  0.10
H  -0.492  2.450  7.894  0.42
H  1.059  2.730  7.121  0.43
H  -0.626  2.408  5.465  0.46
H  -0.119  4.081  5.325  0.28
H  -1.532  5.717  5.713  0.31
H  -2.299  5.411  7.296  0.19
H  -3.251  5.301  5.818  0.32

Output
Net charge: 0
LUMO (eV): -0.3
Gap between HOMO and LUMO (Ha): 0.293
Multiplicity: 1

---

[3]
# C3H7N2O

An isolated ion of composition C3H7N2O and charge +1 in a non-equilibrium geometry (ωB97M-V/def2-TZVPD, OMol25).

Each line ends with the Mulliken charge.
CARTESIAN COORDINATES (ANGSTROEM)
C  1.514  1.183  -0.037  -0.23
C  0.043  0.932  0.199  -0.35
C  0.083  -1.570  0.179  -0.55
N  2.377  0.268  -0.082  0.12
N  -0.487  -0.361  -0.385  -0.17
O  2.326  -0.940  0.002  -0.33
H  1.853  2.199  -0.131  0.39
H  -0.161  0.911  1.276  0.32
H  -0.513  1.755  -0.253  0.36
H  0.004  -1.705  1.236  0.35
H  0.228  -2.410  -0.470  0.33
H  -1.512  -0.362  -0.253  0.36
H  -0.319  -0.367  -1.399  0.39

Output
Energy relative to the best compared isomer or geometry (same formula, charge and spin) (kcal per mole): 135.9
Net charge: +1
LUMO (spin up / spin down) (eV): -5.0 / -5.0
Gap between HOMO and LUMO (spin up / spin down) (Ha): 0.346 / 0.335
Multiplicity: 1

---

| no. | molecular weight (g mol⁻¹) |
| --- | --- |
| 1 | 574.246 |
| 2 | 753.193 |
| 3 | 87.102 |